Molecular formula: C43H114N12O19
Method: DFT, wB97M-V/def2-TZVPD

Geometry as XYZ:
```
188
C43H114N12O19 wB97M-V/def2-TZVPD
C -5.680 -0.841 -0.418
O -4.694 -0.763 -1.402
C -3.569 -0.006 -0.940
C -2.414 -0.173 -1.972
N -2.687 0.483 -3.257
C -1.695 0.066 -4.207
C -1.685 0.814 -5.513
O -2.902 0.511 -6.277
C -2.770 1.158 -7.506
H -6.447 -1.378 -0.976
H -6.153 0.043 0.010
H -5.397 -1.511 0.393
H -3.134 -0.497 -0.070
H -3.802 1.018 -0.649
H -2.211 -1.220 -2.199
H -1.520 0.275 -1.537
H -3.536 0.114 -3.661
H -1.735 -0.977 -4.523
H -0.662 0.128 -3.864
H -0.821 0.393 -6.027
H -1.504 1.875 -5.341
H -2.594 2.218 -7.324
H -3.692 1.161 -8.087
H -2.056 0.806 -8.250
C 7.807 -2.152 -6.512
O 7.097 -3.337 -6.665
C 6.060 -3.334 -7.625
C 4.782 -2.451 -7.221
N 4.129 -3.064 -6.007
C 2.714 -2.617 -5.703
C 2.122 -3.541 -4.472
O 2.389 -3.041 -3.198
C 1.660 -1.840 -2.831
H 7.383 -1.382 -5.867
H 8.202 -1.762 -7.450
H 8.712 -2.336 -5.934
H 5.807 -4.377 -7.817
H 6.457 -2.846 -8.514
H 4.013 -2.560 -7.986
H 4.903 -1.369 -7.179
H 4.604 -2.842 -5.144
H 1.978 -2.767 -6.493
H 2.636 -1.587 -5.355
H 2.410 -4.577 -4.646
H 1.034 -3.589 -4.513
H 1.883 -1.598 -1.792
H 0.587 -2.033 -2.813
H 1.914 -1.025 -3.509
C 0.983 4.079 2.205
O 0.354 3.025 2.952
C 1.228 2.542 3.943
C 0.442 1.341 4.481
N 1.327 0.333 5.096
C 1.905 0.671 6.395
C 2.943 -0.415 6.749
O 4.061 -0.469 5.805
C 4.549 -1.813 5.574
H 0.959 4.970 2.831
H 0.576 4.239 1.206
H 2.047 3.931 2.022
H 1.562 3.247 4.705
H 2.231 2.287 3.600
H -0.060 0.844 3.652
H -0.377 1.636 5.137
H 2.156 0.241 4.527
H 1.116 0.674 7.148
H 2.104 1.743 6.403
H 2.417 -1.360 6.878
H 3.385 -0.230 7.728
H 5.431 -1.739 4.937
H 3.757 -2.428 5.147
H 4.842 -2.174 6.560
C -0.029 -4.732 -0.739
O -0.127 -3.777 0.322
C -1.241 -3.893 1.122
C -2.614 -3.600 0.435
N -3.762 -3.547 1.500
C -4.062 -4.673 2.349
C -5.004 -4.196 3.391
O -6.299 -3.798 2.806
C -6.948 -2.658 3.396
H -0.871 -4.605 -1.419
H -0.044 -5.753 -0.358
H 0.914 -4.702 -1.285
H -1.199 -3.138 1.907
H -1.300 -4.869 1.605
H -2.857 -4.378 -0.289
H -2.558 -2.678 -0.144
H -3.691 -2.640 1.938
H -3.106 -5.033 2.730
H -4.420 -5.441 1.663
H -4.524 -3.394 3.951
H -5.155 -4.901 4.208
H -6.247 -1.895 3.734
H -7.638 -2.879 4.210
H -7.665 -2.201 2.714
C 5.387 0.021 -3.335
O 6.529 -0.028 -2.481
C 7.118 -1.247 -2.302
C 6.283 -2.391 -1.689
N 6.200 -2.155 -0.246
C 5.039 -1.309 0.123
C 4.882 -1.225 1.677
O 3.771 -0.450 2.149
C 2.564 -1.296 2.145
H 5.608 -0.547 -4.238
H 5.227 1.054 -3.642
H 4.456 -0.392 -2.948
H 8.048 -1.088 -1.757
H 7.413 -1.710 -3.244
H 6.798 -3.335 -1.863
H 5.290 -2.458 -2.135
H 7.052 -1.767 0.130
H 4.166 -1.635 -0.442
H 5.263 -0.300 -0.225
H 5.728 -0.644 2.045
H 4.805 -2.265 1.994
H 2.666 -2.069 2.907
H 2.468 -1.892 1.238
H 1.643 -0.769 2.393
C -6.609 5.077 -1.337
O -5.415 4.996 -0.577
C -4.736 3.722 -0.544
C -3.403 3.940 0.268
N -3.682 4.228 1.669
C -2.419 4.413 2.274
C -2.313 4.591 3.781
O -2.556 5.901 4.309
C -3.840 6.367 3.992
H -6.415 5.066 -2.409
H -7.103 6.030 -1.145
H -7.183 4.176 -1.117
H -4.504 3.454 -1.574
H -5.487 3.080 -0.082
H -2.827 4.819 -0.019
H -2.719 3.106 0.108
H -4.170 5.112 1.685
H -1.786 5.151 1.781
H -1.964 3.445 2.064
H -1.258 4.449 4.017
H -2.862 3.863 4.377
H -4.004 6.524 2.926
H -3.985 7.326 4.491
H -4.652 5.718 4.321
N -0.670 -1.647 4.417
C -0.398 -2.860 4.916
N -1.369 -3.647 4.635
O 0.596 -3.021 5.580
H -1.377 -1.527 3.706
H 0.138 -1.042 4.460
H -2.097 -3.137 4.155
H -1.562 -4.454 5.210
N 3.745 2.993 -1.670
C 3.269 2.088 -0.801
N 3.817 2.270 0.337
O 2.419 1.232 -0.910
H 3.431 2.890 -2.625
H 4.406 3.649 -1.279
H 3.688 1.596 1.078
H 4.448 3.055 0.421
N 0.050 1.000 1.124
C -0.469 -0.204 0.949
N 0.249 -0.742 0.012
O -1.418 -0.699 1.475
H -0.348 1.558 1.867
H 0.891 1.305 0.656
H 1.129 -0.380 -0.326
H -0.094 -1.679 -0.142
O -4.420 1.529 1.974
C -4.923 0.928 3.134
C -3.820 0.078 3.746
O -3.465 -0.977 2.947
H -4.282 2.475 2.064
H -5.173 1.728 3.830
H -5.753 0.285 2.843
H -4.077 -0.205 4.767
H -2.963 0.731 3.909
H -2.815 -0.688 2.302
O -0.455 5.196 -1.569
C -0.009 4.363 -2.580
C -0.642 2.957 -2.526
O -2.100 3.051 -2.613
H -1.182 5.744 -1.875
H -0.319 4.851 -3.504
H 1.074 4.334 -2.699
H -0.423 2.472 -1.574
H -0.212 2.279 -3.264
H -2.434 2.153 -2.660
```

Results
highest occupied orbital energy = -7.7 eV
relative energy (zero: lowest compared OMol25 entry of this formula, charge and spin) = 24.1 kcal/mol
LUMO = 0.040 eV
SMILES = COCCNCCOC.COCCNCCOC.COCCNCCOC.COCCNCCOC.COCCNCCOC.COCCNCCOC.NC(N)=O.NC(N)=O.NC(N)=O.OCCO.OCCO
max |F| = 0.1070 hartree/bohr